Formula: C49H44N7O2P2PdS
Source: OMol25
Level of theory: ωB97M-V/def2-TZVPD

Cartesian coordinates (Å):
Pd: -0.62046 -0.06657 0.13707
S: -0.29478 -2.84196 -3.37821
C: -1.65695 -1.85356 -3.78708
C: -2.35771 -1.85969 -4.99078
C: -3.44361 -1.02033 -5.11018
C: -3.82918 -0.20712 -4.03904
C: -3.13429 -0.20489 -2.84725
C: -2.01412 -1.03090 -2.71277
N: -1.17892 -1.21576 -1.59492
C: -0.26239 -2.12409 -1.83607
C: 0.70152 -2.42193 -0.79930
C: 1.64391 -3.44337 -0.89025
C: 2.52115 -3.67659 0.15423
C: 2.46905 -2.88087 1.28364
C: 1.54664 -1.84072 1.39097
C: 0.67369 -1.64405 0.35896
H: -2.06193 -2.51002 -5.80304
H: -4.01055 -1.00303 -6.03059
H: -4.70253 0.42329 -4.14307
H: -3.47835 0.40770 -2.03001
H: 1.68142 -4.05797 -1.78209
H: 3.24625 -4.47526 0.08202
H: 3.15318 -3.05607 2.10407
H: 1.54963 -1.23446 2.27810
C: -2.58119 1.01375 3.69642
N: -1.55174 0.42867 2.81321
P: -1.79730 -0.97020 1.88326
C: -1.27918 -2.40866 2.80215
C: -1.20054 -3.63766 2.14361
C: -0.98872 -4.79127 2.87448
C: -0.87534 -4.72572 4.26038
C: -0.98062 -3.50911 4.91803
C: -1.18556 -2.34398 4.19136
C: -3.53015 -1.24584 1.54733
C: -4.33981 -1.61980 2.62957
C: -5.67869 -1.88914 2.41594
C: -6.21129 -1.81994 1.13176
C: -5.40447 -1.47935 0.05662
C: -4.06397 -1.18961 0.26560
P: -0.20582 1.17449 2.06741
C: -0.40472 2.97069 2.07539
C: -0.36828 3.84747 0.99616
C: -0.42678 5.21751 1.20668
C: -0.52085 5.72489 2.49256
C: -0.52312 4.86122 3.58063
C: -0.44385 3.49507 3.37999
C: 1.26614 0.98268 3.05945
C: 1.36568 0.05906 4.09991
C: 2.52923 -0.01100 4.84580
C: 3.59948 0.82050 4.54047
C: 3.51905 1.72464 3.48389
C: 2.34112 1.83085 2.76441
H: -2.62701 0.48672 4.64867
H: -3.55463 0.95910 3.21128
H: -2.35030 2.05614 3.88722
H: -1.30334 -3.69494 1.06553
H: -0.91904 -5.74508 2.36946
H: -0.71412 -5.63147 4.82949
H: -0.91138 -3.46475 5.99656
H: -1.27926 -1.40015 4.71348
H: -3.92991 -1.71851 3.62727
H: -6.30717 -2.17178 3.24948
H: -7.25619 -2.04994 0.97237
H: -5.81162 -1.45181 -0.94545
H: -3.42822 -0.95350 -0.57190
H: -0.25147 3.47667 -0.00564
H: -0.38170 5.89155 0.36174
H: -0.56445 6.79379 2.65244
H: -0.56385 5.25202 4.58830
H: -0.38776 2.84242 4.24252
H: 0.53709 -0.59178 4.34111
H: 2.59692 -0.70238 5.67505
H: 4.51092 0.75427 5.12043
H: 4.31699 2.44250 3.33914
H: 2.26312 2.56344 1.97035
C: 0.93772 2.48766 -3.63166
N: -0.28753 2.57739 -2.82219
C: -1.30838 3.42171 -3.13966
C: -2.43857 3.48519 -2.40151
C: -2.54954 2.60418 -1.29092
N: -1.55543 1.75824 -1.00298
C: -0.41714 1.77272 -1.73317
O: 0.51438 1.01703 -1.36266
N: -3.63707 2.58462 -0.52478
H: 0.92851 3.29317 -4.35944
H: 0.97201 1.52695 -4.14111
H: 1.80456 2.58639 -2.98399
H: -1.15276 4.04243 -4.01145
H: -3.23176 4.17031 -2.65950
H: -4.41061 3.20429 -0.70194
H: -3.69088 1.96963 0.27065
N: 6.99113 3.33921 0.18396
C: 6.36875 2.61378 1.13626
O: 6.45887 2.83859 2.32894
C: 5.47421 1.49626 0.66726
C: 4.67636 1.57451 -0.46410
C: 3.79187 0.53496 -0.71905
N: 3.70062 -0.56011 0.02758
C: 4.50348 -0.63894 1.09162
C: 5.34990 0.38191 1.48885
H: 7.62533 4.06199 0.48640
H: 7.05478 3.01932 -0.76618
H: 4.72142 2.42925 -1.12726
H: 3.11973 0.58433 -1.56990
H: 4.43716 -1.54983 1.67688
H: 6.03047 0.25952 2.32034

Output
Frontier orbital gap (Ha): 0.2357
Highest occupied orbital energy (hartree): -0.571
Spin multiplicity: 1
E (Eh): -3635.43744
Charge: +3


Formula: C49H45AsBrCoNO3P2S2
Source: OMol25
Level of theory: ωB97M-V/def2-TZVPD

Cartesian coordinates (Å):
Co: -0.46127 0.02123 -0.29657
O: 0.33055 6.16698 -0.99200
C: 0.37916 4.82322 -1.08111
C: 1.21842 4.04749 -0.30612
C: 1.13866 2.67674 -0.44245
N: 0.32142 2.03899 -1.29217
C: -0.37604 2.82653 -2.08724
Br: -1.33133 2.02605 -3.51920
C: -0.43289 4.20870 -2.01199
H: 0.92757 6.45130 -0.29424
H: 1.89693 4.48547 0.42144
H: 1.74885 2.05057 0.18630
H: -1.07628 4.78116 -2.66739
C: -5.45836 -2.38246 2.67657
C: -5.77832 -1.03703 2.55901
C: -4.97885 -0.18811 1.79353
C: -3.84573 -0.66920 1.14085
C: -3.53050 -2.02486 1.27395
C: -4.32976 -2.87371 2.02761
P: -2.73188 0.29922 0.01328
C: -3.43656 2.00110 0.09661
C: -3.79081 2.72025 -1.04871
C: -4.14924 4.06586 -0.97145
C: -4.16173 4.71945 0.25322
C: -3.80608 4.01922 1.39969
C: -3.43839 2.67953 1.32049
C: -3.38175 -0.38503 -1.57247
C: -4.70992 -0.36681 -1.91486
C: -5.14772 -0.94797 -3.12387
C: -4.24536 -1.55586 -3.95388
C: -2.86841 -1.61519 -3.61984
C: -1.93100 -2.26774 -4.46801
C: -0.62654 -2.34527 -4.07182
C: -0.19667 -1.74964 -2.85320
C: -1.01164 -1.02949 -1.98630
C: -2.40687 -1.01981 -2.40301
H: -6.08286 -3.04298 3.26814
H: -6.66007 -0.64336 3.05463
H: -5.25171 0.85628 1.70536
H: -2.64669 -2.41000 0.77335
H: -4.06629 -3.92346 2.11297
H: -3.78603 2.22305 -2.01122
H: -4.41937 4.60144 -1.87494
H: -4.44196 5.76595 0.31479
H: -3.79915 4.52225 2.36003
H: -3.12110 2.15541 2.21702
H: -5.43387 0.09714 -1.25150
H: -6.19935 -0.92331 -3.38596
H: -4.57825 -2.01156 -4.88464
H: -2.26868 -2.70535 -5.40694
H: 0.09571 -2.86781 -4.70239
H: 0.85272 -1.87515 -2.61755
C: -1.26191 -2.35743 5.32951
C: -1.88785 -1.93112 4.01543
O: -1.43305 -0.62364 3.62015
P: -0.14465 -0.39186 2.66116
S: -0.26598 1.51229 2.18272
S: 0.04893 -1.87078 1.36566
O: 1.10344 -0.61036 3.70021
C: 1.20867 0.21834 4.88238
C: 2.24683 1.31436 4.75084
H: -1.71662 -3.29211 5.67148
H: -1.42056 -1.59470 6.09573
H: -0.18773 -2.51641 5.21252
H: -2.96948 -1.85643 4.10175
H: -1.66134 -2.64913 3.23118
H: 1.48973 -0.45977 5.68734
H: 0.23389 0.63693 5.12866
H: 3.20680 0.89972 4.44890
H: 2.36971 1.81494 5.71652
H: 1.93886 2.04677 4.00544
C: 5.82084 1.27277 2.06665
C: 5.00250 0.24521 2.51542
C: 4.01925 -0.28654 1.68534
C: 3.87672 0.15695 0.36563
C: 4.67494 1.22481 -0.05588
C: 5.63475 1.77958 0.78584
As: 2.47613 -0.63207 -0.79868
C: 3.24344 -0.08963 -2.52955
C: 4.58668 -0.28138 -2.87080
C: 5.06372 0.11883 -4.11109
C: 4.20061 0.71710 -5.03025
C: 2.86432 0.90237 -4.70474
C: 2.38776 0.49734 -3.45729
C: 3.06009 -2.52014 -0.84432
C: 3.23315 -3.16632 -2.07311
C: 3.54974 -4.52053 -2.13300
C: 3.69164 -5.25921 -0.96397
C: 3.48959 -4.63578 0.26062
C: 3.16306 -3.28422 0.31855
H: 6.58562 1.68768 2.71440
H: 5.11202 -0.13487 3.52623
H: 3.33137 -1.01655 2.09022
H: 4.55725 1.62654 -1.05254
H: 6.24393 2.60547 0.43303
H: 5.25959 -0.74752 -2.16300
H: 6.10771 -0.03741 -4.36596
H: 4.57328 1.02753 -6.00053
H: 2.18251 1.35742 -5.41693
H: 1.33731 0.61273 -3.21208
H: 3.12361 -2.61536 -2.99817
H: 3.67838 -4.99719 -3.09882
H: 3.93875 -6.31550 -1.00863
H: 3.56549 -5.20441 1.18047
H: 2.95186 -2.84675 1.28353

Output
Energy above the lowest of the compared OMol25 structures with the same formula, charge and spin (kcal per mole): 0.0
Frontier orbital gap (spin up / spin down) (Ha): 0.1955 / 0.2140
Highest occupied orbital energy (spin up / spin down) (hartree): -0.114 / -0.132
Spin multiplicity: 3
E (Eh): -9846.50291
Charge: -1


Formula: C49H45AsIrN3O2P
Source: OMol25
Level of theory: ωB97M-V/def2-TZVPD

Cartesian coordinates (Å):
Ir: 0.09811 0.49176 -0.53577
C: -1.49207 0.71457 -2.95849
C: -2.82095 0.25218 -2.45717
C: -3.87786 0.22156 -3.31949
C: -5.14111 -0.23113 -2.90080
C: -5.30852 -0.76662 -1.62507
C: -4.27748 -0.77928 -0.71672
C: -4.44263 -1.54396 0.56586
C: -3.03564 -0.11750 -1.08230
N: -2.07226 0.13178 -0.17724
C: -2.39899 0.43669 1.14334
O: -3.41562 0.95011 1.51130
C: -1.26175 0.17001 2.05979
C: -1.39924 -0.01760 3.41732
C: -0.24994 -0.25581 4.16755
C: 0.98955 -0.29687 3.54759
C: 1.05034 -0.08497 2.18482
N: -0.05432 0.13334 1.48428
C: 2.30354 -0.11550 1.37811
O: 3.38583 -0.25697 1.89137
N: 2.00290 -0.04625 0.06598
C: 2.92775 -0.21201 -1.00813
C: 4.07259 0.57024 -1.17563
C: 4.43373 1.65419 -0.20145
C: 4.88750 0.31703 -2.27562
C: 4.58991 -0.68411 -3.18046
C: 3.44735 -1.44922 -3.00783
C: 2.60606 -1.21946 -1.93111
C: 1.39440 -2.10700 -1.72145
H: -1.36343 0.43972 -4.00484
H: -0.65379 0.22344 -2.41738
H: -1.38774 1.79274 -2.88754
H: -3.74175 0.55634 -4.34163
H: -5.96896 -0.22551 -3.59869
H: -6.25762 -1.20809 -1.34709
H: -5.06288 -2.42090 0.39077
H: -4.93801 -0.93428 1.32297
H: -3.48528 -1.87312 0.97186
H: -2.38535 0.03098 3.85991
H: -0.32482 -0.41414 5.23716
H: 1.90841 -0.48621 4.08815
H: 3.55645 2.20835 0.12450
H: 5.15268 2.34554 -0.63988
H: 4.88066 1.21667 0.69161
H: 5.77659 0.92103 -2.42072
H: 5.24660 -0.87005 -4.02099
H: 3.21592 -2.24042 -3.71291
H: 1.06761 -2.55314 -2.65921
H: 0.52748 -1.57126 -1.27810
H: 1.62472 -2.91548 -1.02386
C: -1.36747 3.39976 0.79344
C: -1.28732 4.84338 1.29637
As: -1.77451 6.24921 -0.00869
C: 0.00056 6.94166 -0.45794
C: 0.88516 7.30054 0.56092
C: 2.12118 7.85096 0.24970
C: 2.48371 8.04332 -1.07936
C: 1.60250 7.69800 -2.09513
C: 0.35851 7.15692 -1.78341
C: -2.30058 7.69712 1.17514
C: -2.41187 7.61356 2.55749
C: -2.73548 8.74484 3.30004
C: -2.98558 9.94844 2.66380
C: -2.88378 10.03504 1.28108
C: -2.55617 8.90975 0.54085
P: 0.06275 2.80117 -0.16505
C: 0.05890 3.51769 -1.79972
C: -1.11482 3.97185 -2.40527
C: -1.10114 4.34744 -3.73905
C: 0.07399 4.26252 -4.47710
C: 1.23657 3.76942 -3.89300
C: 1.22708 3.37384 -2.56572
C: 1.46045 3.45126 0.75378
C: 2.36399 4.37301 0.23084
C: 3.42952 4.80163 1.01035
C: 3.58821 4.33572 2.30608
C: 2.66686 3.44036 2.84346
C: 1.61460 2.99283 2.06817
H: -2.28153 3.21337 0.22257
H: -1.41769 2.73659 1.66281
H: -0.30243 5.06017 1.70893
H: -2.00773 4.92582 2.10922
H: 0.60456 7.17180 1.60102
H: 2.79551 8.14120 1.04735
H: 3.44491 8.47973 -1.32147
H: 1.87252 7.86680 -3.13074
H: -0.33933 6.91316 -2.57665
H: -2.23075 6.68141 3.07842
H: -2.79460 8.68181 4.37941
H: -3.27752 10.81599 3.24123
H: -3.07300 10.97553 0.77954
H: -2.49510 8.97252 -0.54006
H: -2.04438 4.01271 -1.85286
H: -2.01511 4.68937 -4.20783
H: 0.08196 4.56080 -5.51853
H: 2.14690 3.68329 -4.47250
H: 2.11850 2.94113 -2.12073
H: 2.23466 4.77886 -0.76382
H: 4.14133 5.50223 0.59228
H: 4.42344 4.67562 2.90500
H: 2.77646 3.08736 3.86198
H: 0.89881 2.29494 2.48652

Output
Frontier orbital gap (spin up / spin down) (Ha): 0.1945 / 0.1536
Highest occupied orbital energy (spin up / spin down) (hartree): -0.457 / -0.457
Spin multiplicity: 2
E (Eh): -4889.89739
Charge: +2


Formula: C49H46BBaBrF3N6O7PS2
Source: OMol25
Level of theory: ωB97M-V/def2-TZVPD

Cartesian coordinates (Å):
Ba: 0.40433 0.20846 0.52277
C: 0.10557 0.21817 5.32367
C: 0.40942 0.55650 3.88527
N: -0.35223 0.01184 2.79929
N: -1.18545 -0.98727 3.05547
C: -2.08185 -1.37425 2.21199
N: -2.78015 -2.61969 2.35463
S: -2.55276 -0.50251 0.67850
C: 1.42390 1.41299 3.55924
C: 2.17168 2.15178 4.57297
C: 3.19210 2.96724 4.21351
C: 3.54299 3.13765 2.83638
C: 2.79686 2.45650 1.91797
N: 1.76862 1.62187 2.19397
H: -0.60998 -0.60398 5.36376
H: -0.32881 1.06346 5.88864
H: 1.00447 -0.09056 5.87272
H: -2.56498 -3.02248 3.25851
H: -3.78130 -2.49761 2.24960
H: 1.90173 2.04315 5.61769
H: 3.75408 3.49502 4.97878
H: 4.37865 3.75264 2.52870
H: 3.02581 2.57612 0.85596
F: 2.04804 -1.07157 -3.59168
C: 1.32558 0.06022 -3.50961
F: 0.27665 -0.06168 -4.33857
F: 2.07983 1.06454 -3.95281
C: 0.85864 0.27705 -2.03312
O: -0.18617 -0.33744 -1.71231
O: 1.60074 0.99395 -1.31890
N: 4.30416 -0.40719 0.14958
C: 5.38521 0.11914 0.88666
C: 6.09469 1.22116 0.41869
C: 7.22566 1.67340 1.08803
C: 7.66936 1.03717 2.24193
C: 6.94220 -0.04560 2.73093
C: 5.81470 -0.49995 2.06083
S: 9.18824 1.54103 3.04683
O: 9.43478 2.88507 2.54183
O: 10.16823 0.55403 2.60696
O: 8.89027 1.47304 4.47050
H: 3.68023 -0.99918 0.67634
H: 3.79811 0.26589 -0.40550
H: 5.75185 1.72421 -0.48275
H: 7.78402 2.52875 0.72905
H: 7.27110 -0.52103 3.64801
H: 5.25449 -1.35020 2.44471
C: -2.09933 -6.81660 -5.45857
C: -2.92682 -5.58418 -5.09718
C: -2.87626 -4.60830 -6.28159
C: -4.38125 -6.03123 -4.87648
C: -2.41242 -4.88987 -3.83535
C: -1.33941 -5.37903 -3.09306
C: -0.87590 -4.74141 -1.93364
C: -1.52496 -3.60208 -1.54680
O: -1.29745 -2.79998 -0.45906
B: -2.26830 -1.79773 -0.54227
O: -3.09274 -1.98515 -1.65874
C: -2.59910 -3.10848 -2.27214
C: -3.05780 -3.71976 -3.40480
H: -2.47949 -7.24293 -6.39099
H: -2.16552 -7.58824 -4.68574
H: -1.04609 -6.56465 -5.60905
H: -3.25623 -5.09267 -7.18719
H: -1.84899 -4.28228 -6.46750
H: -3.48157 -3.71706 -6.09556
H: -4.74917 -6.57875 -5.75129
H: -5.04084 -5.17537 -4.71004
H: -4.45228 -6.68580 -4.00370
H: -0.83263 -6.28157 -3.40883
H: -0.03789 -5.13679 -1.36901
H: -3.90184 -3.29527 -3.93887
Br: 1.22409 -5.90510 4.19448
C: 1.50868 -4.39411 3.09627
C: 1.43409 -4.52816 1.72719
C: 1.62523 -3.38337 0.96527
N: 1.87534 -2.19291 1.49241
C: 1.96439 -2.09160 2.81418
C: 1.78143 -3.17656 3.66786
H: 1.22561 -5.48316 1.26420
H: 1.56987 -3.42903 -0.11840
H: 2.16414 -1.09575 3.21459
H: 1.84309 -3.05086 4.74066
C: -2.03372 7.76859 -1.91027
C: -1.58910 7.54098 -0.61508
C: -1.41319 6.24340 -0.15686
C: -1.69035 5.14028 -0.97054
C: -2.11941 5.38420 -2.27328
C: -2.29261 6.68746 -2.73611
P: -1.33638 3.46301 -0.24341
C: -2.22901 3.54960 1.34919
C: -3.46957 4.16458 1.53779
C: -4.05689 4.17681 2.79351
C: -3.40531 3.58111 3.87559
C: -2.16837 2.98316 3.70119
C: -1.57695 2.97221 2.44091
C: -2.44189 2.46010 -1.33208
C: -1.90240 2.06192 -2.55760
C: -2.64241 1.31211 -3.46228
C: -3.93964 0.93427 -3.14392
C: -4.48408 1.30664 -1.92129
C: -3.74057 2.06074 -1.02117
H: -2.17332 8.78061 -2.27146
H: -1.37437 8.37631 0.04101
H: -1.06164 6.07987 0.85710
H: -2.34146 4.56195 -2.93589
H: -2.63486 6.85153 -3.75171
H: -3.96997 4.64274 0.70213
H: -5.02315 4.65049 2.93306
H: -3.86735 3.59282 4.85651
H: -1.64759 2.52292 4.53359
H: -0.60227 2.50424 2.32025
H: -0.88043 2.34196 -2.80355
H: -2.19420 1.00303 -4.40032
H: -4.51448 0.32771 -3.83481
H: -5.48799 0.99446 -1.65624
H: -4.17005 2.31413 -0.06084

Output
Energy above the lowest of the compared OMol25 structures with the same formula, charge and spin (kcal per mole): 24.3
Frontier orbital gap (Ha): 0.1243
Highest occupied orbital energy (hartree): -0.015
Spin multiplicity: 1
E (Eh): -6811.99555
Charge: -2